(1)
The following is a quantum chemistry calculation of 9 unconnected molecules or ions with the total composition C71H80FN2O17S2 at a distorted geometry, from the OMol25 dataset.

Element x y z (Å)
C: 2.262 3.378 -1.155
C: 2.450 3.117 -2.659
C: 2.012 4.284 -3.542
C: 0.500 4.533 -3.621
C: -0.389 3.302 -3.857
C: -0.908 2.628 -2.586
C: -2.216 1.840 -2.788
C: -2.236 0.428 -2.228
N: -2.196 0.281 -0.742
C: -1.101 -0.603 -0.287
C: -1.406 -2.058 -0.668
C: -0.272 -2.839 -1.347
C: -0.824 -4.141 -1.932
C: 0.086 -5.020 -2.825
C: 1.598 -4.817 -2.755
C: 2.250 -3.647 -3.524
C: 1.488 -3.146 -4.766
C: -2.436 1.419 0.024
S: -1.397 2.216 0.985
S: -4.149 1.933 -0.019
C: -4.897 0.325 0.376
C: -6.047 -0.103 -0.499
C: -5.729 0.139 -1.960
N: -6.825 -0.266 -2.901
C: -7.357 -1.640 -2.685
F: -7.892 0.591 -2.617
C: -6.490 -0.031 -4.355
C: -5.251 0.827 -4.618
O: -5.290 1.060 -6.009
H: 3.211 3.368 -0.635
H: 1.785 4.349 -0.976
H: 1.626 2.626 -0.676
H: 1.940 2.195 -2.966
H: 3.512 2.937 -2.858
H: 2.420 4.176 -4.554
H: 2.472 5.191 -3.125
H: 0.325 5.255 -4.427
H: 0.182 5.038 -2.699
H: -1.242 3.617 -4.470
H: 0.183 2.578 -4.454
H: -0.140 1.979 -2.151
H: -1.092 3.419 -1.850
H: -3.070 2.423 -2.429
H: -2.379 1.714 -3.868
H: -1.372 -0.124 -2.613
H: -3.130 -0.097 -2.625
H: -0.116 -0.275 -0.642
H: -1.081 -0.521 0.800
H: -1.700 -2.607 0.234
H: -2.277 -2.070 -1.337
H: 0.191 -2.208 -2.114
H: 0.456 -3.079 -0.564
H: -1.741 -3.896 -2.482
H: -1.133 -4.762 -1.081
H: -0.081 -6.054 -2.503
H: -0.272 -4.981 -3.857
H: 1.882 -4.758 -1.697
H: 2.041 -5.741 -3.145
H: 2.409 -2.796 -2.853
H: 3.253 -3.963 -3.824
H: 2.185 -2.707 -5.484
H: 0.754 -2.372 -4.504
H: 0.958 -3.951 -5.285
H: -5.257 0.369 1.408
H: -4.110 -0.424 0.340
H: -6.962 0.433 -0.224
H: -6.220 -1.162 -0.287
H: -4.829 -0.402 -2.265
H: -5.604 1.215 -2.114
H: -6.501 -2.316 -2.625
H: -8.019 -1.885 -3.515
H: -7.905 -1.656 -1.744
H: -6.369 -1.014 -4.817
H: -7.370 0.449 -4.788
H: -4.330 0.308 -4.312
H: -5.309 1.780 -4.075
H: -4.445 0.754 -6.395
C: -1.499 2.308 -7.601
C: -0.956 2.784 -8.719
C: -0.818 1.932 -9.932
O: -0.323 2.361 -10.949
C: -1.312 0.530 -9.844
C: -1.854 0.059 -8.724
C: -1.989 0.914 -7.524
O: -2.489 0.483 -6.496
H: -1.610 2.906 -6.706
H: -0.591 3.799 -8.806
H: -1.201 -0.072 -10.737
H: -2.217 -0.957 -8.633
C: 5.723 5.912 3.316
C: 5.632 4.790 2.607
C: 4.317 4.213 2.233
O: 4.238 3.191 1.581
C: 3.099 4.935 2.679
C: 3.183 6.057 3.389
C: 4.502 6.631 3.762
O: 4.566 7.657 4.406
H: 6.673 6.347 3.600
H: 6.504 4.243 2.267
H: 2.152 4.496 2.389
H: 2.313 6.610 3.722
C: -2.203 -1.268 3.882
C: -3.014 -1.256 2.829
C: -3.820 -2.443 2.450
O: -4.548 -2.405 1.472
C: -3.704 -3.657 3.291
C: -2.895 -3.669 4.350
C: -2.083 -2.485 4.732
O: -1.348 -2.502 5.695
H: -1.602 -0.415 4.171
H: -3.122 -0.389 2.191
H: -4.303 -4.517 3.008
H: -2.787 -4.540 4.985
C: 1.516 11.700 5.480
C: 1.818 12.425 6.553
C: 2.976 12.077 7.417
O: 3.246 12.738 8.398
C: 3.783 10.893 7.032
C: 3.488 10.164 5.957
C: 2.325 10.513 5.097
O: 2.035 9.855 4.119
H: 0.677 11.932 4.837
H: 1.244 13.294 6.852
H: 4.621 10.662 7.677
H: 4.063 9.297 5.663
C: 10.912 4.119 3.003
C: 10.146 5.044 3.574
C: 9.587 6.172 2.787
O: 8.880 7.012 3.306
C: 9.914 6.232 1.340
C: 10.680 5.306 0.768
C: 11.239 4.174 1.554
O: 11.931 3.327 1.032
H: 11.332 3.287 3.554
H: 9.893 5.026 4.627
H: 9.494 7.064 0.790
H: 10.933 5.326 -0.284
C: -5.404 -7.603 4.528
C: -5.340 -8.864 4.945
C: -5.548 -9.995 4.003
O: -5.493 -11.146 4.378
C: -5.828 -9.663 2.580
C: -5.890 -8.400 2.168
C: -5.681 -7.274 3.111
O: -5.732 -6.118 2.729
H: -5.258 -6.766 5.200
H: -5.138 -9.116 5.977
H: -5.976 -10.503 1.913
H: -6.092 -8.130 1.139
C: 7.422 -0.684 -4.798
C: 6.265 -0.958 -4.202
C: 6.101 -2.159 -3.348
O: 5.043 -2.409 -2.807
C: 7.277 -3.051 -3.188
C: 8.436 -2.780 -3.781
C: 8.603 -1.573 -4.632
O: 9.658 -1.322 -5.173
H: 7.566 0.186 -5.426
H: 5.390 -0.330 -4.310
H: 7.132 -3.923 -2.562
H: 9.308 -3.413 -3.678
C: -4.981 -9.860 9.630
C: -4.542 -10.618 10.631
C: -3.099 -10.663 10.989
O: -2.698 -11.353 11.900
C: -2.168 -9.827 10.186
C: -2.609 -9.069 9.185
C: -4.048 -9.029 8.831
O: -4.451 -8.335 7.916
H: -6.025 -9.811 9.349
H: -5.201 -11.234 11.229
H: -1.123 -9.875 10.465
H: -1.952 -8.453 8.585

Results
Total charge ... +1
Molar mass ... 1316.550 g mol⁻¹
Maximum force ... 0.02483 Eh/bohr
Calculated total energy ... -5037.6691 Ha
E_LUMO ... -3.78 eV
Multiplicity ... 1
E_HOMO ... -10.6 eV



(2)
The following is a quantum chemistry calculation of 10 unconnected molecules or ions with the total composition C72H160N4O22 at a distorted geometry, from the OMol25 dataset.

Element x y z (Å)
C: -14.873 -23.947 -15.139
C: -14.260 -24.199 -16.493
C: -13.243 -23.129 -16.808
C: -13.686 -25.547 -16.539
C: -13.351 -26.136 -17.890
C: -14.570 -26.003 -18.827
C: -15.059 -24.624 -18.906
C: -13.987 -23.741 -19.688
C: -16.403 -24.610 -19.692
N: -15.413 -24.190 -17.518
O: -15.952 -22.780 -17.565
H: -15.730 -24.634 -15.121
H: -14.146 -24.086 -14.353
H: -15.176 -22.923 -15.100
H: -12.568 -23.284 -17.609
H: -13.830 -22.240 -17.117
H: -12.577 -22.897 -15.969
H: -12.905 -25.670 -15.809
H: -14.461 -26.236 -16.205
H: -12.444 -25.721 -18.349
H: -13.138 -27.190 -17.790
H: -15.338 -26.741 -18.597
H: -14.401 -26.228 -19.900
H: -12.901 -23.984 -19.558
H: -14.128 -22.702 -19.523
H: -14.276 -23.858 -20.755
H: -17.122 -25.171 -19.115
H: -16.278 -25.193 -20.606
H: -16.793 -23.597 -20.034
H: -16.877 -22.988 -17.485
C: -8.348 -22.353 -27.686
C: -8.850 -22.583 -26.207
C: -10.361 -22.847 -26.189
C: -8.240 -23.880 -25.611
C: -6.738 -23.751 -25.184
C: -6.658 -22.656 -24.189
C: -7.164 -21.291 -24.739
C: -7.289 -20.324 -23.571
C: -6.112 -20.723 -25.740
N: -8.508 -21.463 -25.338
O: -9.012 -20.235 -25.963
H: -7.266 -22.614 -27.734
H: -8.849 -23.079 -28.281
H: -8.387 -21.273 -27.943
H: -10.496 -23.527 -27.039
H: -10.712 -23.407 -25.298
H: -11.030 -21.997 -26.365
H: -8.883 -24.284 -24.834
H: -8.288 -24.553 -26.411
H: -6.227 -24.626 -24.804
H: -6.126 -23.472 -26.117
H: -5.661 -22.494 -23.764
H: -7.355 -22.829 -23.439
H: -6.398 -20.329 -22.926
H: -8.115 -20.561 -22.909
H: -7.427 -19.305 -23.977
H: -6.483 -19.775 -26.025
H: -5.911 -21.303 -26.637
H: -5.087 -20.574 -25.331
H: -9.686 -20.041 -25.352
C: -13.985 -18.947 -24.251
C: -12.991 -18.775 -23.119
C: -13.427 -19.815 -21.975
C: -11.573 -19.191 -23.675
C: -10.345 -18.682 -22.994
C: -10.400 -17.173 -22.733
C: -11.709 -16.908 -21.866
C: -11.639 -17.591 -20.463
C: -11.968 -15.389 -21.729
N: -12.833 -17.421 -22.747
O: -14.125 -17.060 -22.265
H: -13.674 -18.469 -25.164
H: -14.019 -19.976 -24.623
H: -15.002 -18.691 -23.926
H: -14.481 -19.853 -21.724
H: -13.181 -20.776 -22.394
H: -12.790 -19.719 -21.123
H: -11.453 -20.275 -23.829
H: -11.538 -18.867 -24.715
H: -10.212 -19.220 -22.082
H: -9.427 -18.918 -23.603
H: -10.448 -16.738 -23.701
H: -9.548 -16.777 -22.214
H: -10.951 -18.515 -20.377
H: -12.521 -17.755 -19.850
H: -11.114 -16.830 -19.843
H: -11.845 -15.046 -22.757
H: -11.157 -15.000 -21.139
H: -12.972 -15.157 -21.327
H: -14.316 -17.574 -21.476
C: -5.744 -19.171 -19.242
C: -5.145 -20.551 -19.075
C: -5.370 -21.429 -20.313
C: -3.614 -20.309 -18.823
C: -2.875 -21.601 -18.504
C: -3.459 -22.140 -17.155
C: -4.979 -22.473 -17.327
C: -5.060 -23.741 -18.202
C: -5.543 -22.678 -15.931
N: -5.590 -21.184 -17.842
O: -7.015 -21.257 -17.856
H: -6.817 -19.155 -19.612
H: -5.542 -18.607 -18.343
H: -5.163 -18.665 -20.014
H: -4.879 -22.390 -20.257
H: -6.389 -21.701 -20.245
H: -5.176 -20.958 -21.241
H: -3.142 -19.804 -19.696
H: -3.448 -19.597 -18.012
H: -3.013 -22.320 -19.301
H: -1.820 -21.446 -18.303
H: -3.348 -21.345 -16.366
H: -2.974 -23.063 -16.974
H: -5.987 -23.708 -18.769
H: -5.119 -24.643 -17.632
H: -4.228 -23.753 -18.825
H: -5.538 -21.891 -15.130
H: -4.975 -23.506 -15.456
H: -6.542 -23.042 -16.092
H: -7.390 -21.906 -18.493
C: -4.786 -26.722 -15.245
O: -5.031 -26.905 -16.574
C: -4.998 -28.227 -16.977
C: -5.576 -28.341 -18.435
O: -5.333 -29.680 -18.853
C: -5.274 -29.840 -20.247
C: -4.879 -31.234 -20.675
O: -6.042 -31.998 -20.738
C: -6.721 -32.233 -19.510
H: -3.786 -27.021 -14.925
H: -5.458 -27.298 -14.620
H: -4.960 -25.618 -15.047
H: -5.585 -28.838 -16.277
H: -4.000 -28.720 -16.953
H: -5.089 -27.660 -19.145
H: -6.593 -28.051 -18.419
H: -4.491 -29.212 -20.587
H: -6.164 -29.511 -20.692
H: -4.055 -31.716 -20.109
H: -4.593 -31.189 -21.717
H: -7.751 -32.411 -19.784
H: -6.498 -31.426 -18.800
H: -6.280 -33.181 -19.097
C: -11.179 -23.895 -22.338
O: -10.855 -23.641 -20.969
C: -9.960 -22.535 -20.763
C: -9.876 -22.218 -19.326
O: -9.013 -23.190 -18.794
C: -9.187 -23.482 -17.337
C: -8.501 -24.838 -17.018
O: -9.319 -25.972 -17.344
C: -9.238 -26.258 -18.707
H: -11.925 -24.684 -22.395
H: -10.277 -24.139 -22.846
H: -11.578 -23.076 -22.851
H: -10.469 -21.735 -21.340
H: -8.977 -22.813 -21.180
H: -10.871 -22.334 -18.974
H: -9.555 -21.208 -19.125
H: -10.230 -23.620 -17.165
H: -8.790 -22.604 -16.738
H: -8.326 -24.813 -15.922
H: -7.533 -24.860 -17.558
H: -9.731 -27.205 -18.900
H: -8.196 -26.575 -19.019
H: -9.639 -25.439 -19.271
C: -16.112 -33.684 -16.607
O: -15.175 -32.641 -16.619
C: -15.900 -31.417 -16.351
C: -15.012 -30.223 -16.199
O: -14.587 -29.675 -17.435
C: -13.640 -30.444 -18.230
C: -12.227 -30.508 -17.572
O: -11.341 -30.516 -18.677
C: -10.019 -30.872 -18.395
H: -15.645 -34.647 -16.377
H: -16.649 -33.759 -17.550
H: -16.861 -33.490 -15.792
H: -16.410 -31.576 -15.409
H: -16.693 -31.250 -17.110
H: -14.155 -30.488 -15.551
H: -15.627 -29.452 -15.696
H: -13.623 -29.751 -19.081
H: -14.019 -31.424 -18.510
H: -12.155 -31.424 -16.902
H: -12.134 -29.662 -16.892
H: -9.621 -30.170 -17.655
H: -9.355 -30.798 -19.246
H: -10.076 -31.856 -17.947
C: -16.464 -22.167 -23.917
O: -15.473 -22.805 -24.758
C: -14.822 -23.874 -24.127
C: -13.745 -24.372 -24.983
O: -13.560 -25.709 -24.674
C: -12.447 -26.348 -25.306
C: -12.741 -27.828 -25.247
O: -13.351 -28.155 -26.497
C: -13.909 -29.401 -26.504
H: -17.325 -22.771 -23.764
H: -16.876 -21.285 -24.472
H: -15.986 -21.820 -23.012
H: -15.514 -24.739 -23.969
H: -14.403 -23.545 -23.122
H: -12.925 -23.753 -24.903
H: -14.043 -24.235 -25.993
H: -11.475 -26.048 -24.748
H: -12.358 -26.022 -26.375
H: -13.436 -27.868 -24.400
H: -11.895 -28.557 -25.075
H: -13.223 -30.173 -26.802
H: -14.793 -29.561 -27.180
H: -14.280 -29.637 -25.474
C: -9.727 -27.088 -13.738
O: -8.521 -26.956 -12.905
C: -8.815 -27.375 -11.598
C: -7.520 -27.208 -10.744
O: -7.057 -25.882 -10.609
C: -6.207 -25.458 -11.622
C: -4.712 -25.808 -11.483
O: -4.463 -27.158 -11.713
C: -3.107 -27.622 -11.564
H: -9.470 -26.822 -14.798
H: -10.625 -26.560 -13.340
H: -9.966 -28.151 -13.715
H: -9.078 -28.455 -11.611
H: -9.653 -26.863 -11.143
H: -6.694 -27.764 -11.232
H: -7.662 -27.596 -9.695
H: -6.280 -24.379 -11.670
H: -6.618 -25.824 -12.616
H: -4.463 -25.614 -10.455
H: -4.224 -25.187 -12.251
H: -2.374 -26.871 -11.868
H: -2.981 -28.540 -12.148
H: -2.844 -27.781 -10.543
C: -5.786 -25.078 -21.307
O: -6.118 -26.447 -21.318
C: -6.775 -26.671 -22.599
C: -8.115 -26.045 -22.719
O: -9.105 -26.707 -21.964
C: -9.429 -28.037 -22.317
C: -10.721 -28.263 -21.549
O: -11.778 -27.668 -22.265
C: -12.721 -27.098 -21.411
H: -6.698 -24.479 -21.202
H: -5.322 -24.651 -22.238
H: -5.212 -24.805 -20.390
H: -6.804 -27.711 -22.744
H: -6.059 -26.320 -23.336
H: -8.393 -26.070 -23.802
H: -8.080 -25.000 -22.406
H: -8.536 -28.738 -22.067
H: -9.536 -28.091 -23.426
H: -10.532 -27.913 -20.495
H: -10.925 -29.370 -21.400
H: -13.231 -27.794 -20.826
H: -13.465 -26.474 -21.978
H: -12.243 -26.422 -20.719

Results
Molar mass ... 1434.078 g mol⁻¹
ΔE to the lowest compared entry with this formula, charge and spin ... 149.3 kJ/mol
Maximum force ... 0.06487 Eh/bohr
Calculated total energy ... -4712.9210 Ha
E_LUMO ... 0.54 eV
Structure (SMILES) ... CC1(C)CCCC(C)(C)N1O.CC1(C)CCCC(C)(C)N1O.CC1(C)CCCC(C)(C)N1O.CC1(C)CCCC(C)(C)N1O.COCCOCCOC.COCCOCCOC.COCCOCCOC.COCCOCCOC.COCCOCCOC.COCCOCCOC
Multiplicity ... 1
E_HOMO ... -8.6 eV